1) 12
Properties=species:S:1:pos:R:3 method="wB97M-V/def2-TZVPD" multiplicity=1 smiles="O=C[C@H](O)CO" lumo_energy_ev=0.56
O -1.4733 1.4812 -0.9781
C -1.1853 0.7462 -0.0584
C 0.2948 0.5072 0.2238
O 0.8437 0.8180 -1.0370
C 0.5344 -0.9365 0.6792
O 0.1285 -1.8016 -0.3495
H -1.9615 0.2134 0.4932
H 0.6523 1.1985 1.0132
H 0.1515 1.4198 -1.3701
H 1.5895 -1.0831 0.9603
H -0.0723 -1.1697 1.5724
H 0.4948 -1.3936 -1.1481

***

2) 12
Properties=species:S:1:pos:R:3 method="wB97M-V/def2-TZVPD" multiplicity=1 smiles="O=C(O)CCO" lumo_energy_ev=0.66
O 1.2391 0.2157 -1.8725
C 0.8768 -0.1202 -0.7740
O 1.6686 -0.9845 -0.0925
C -0.2492 0.4430 -0.0109
C -1.2972 -0.2955 0.8146
O -1.9786 0.6967 1.6979
H 2.2493 -1.3170 -0.8137
H 0.1859 1.3187 0.6144
H -0.8008 0.9299 -0.8118
H -2.1237 -1.0280 0.2984
H -0.8035 -1.0597 1.3915
H -2.1224 1.5688 1.2803

***

3) 12
Properties=species:S:1:pos:R:3 method="wB97M-V/def2-TZVPD" multiplicity=1 lumo_energy_ev=-0.56
C -1.6701 0.0942 -1.2545
C -0.7087 0.8956 -0.6711
C 3.2304 -0.8743 -0.9284
O -1.9765 1.3192 -0.4796
O -0.0695 0.3328 0.3982
O 2.5771 -0.1037 -0.2420
H -1.9102 0.1532 -2.3295
H -1.9995 -0.8187 -0.7076
H 0.0499 1.3935 -1.4037
H 3.7219 -0.5646 -1.8572
H 0.9937 -0.1951 0.0993
H 3.2405 -2.0024 -0.8013

***

4) 12
Properties=species:S:1:pos:R:3 method="wB97M-V/def2-TZVPD" multiplicity=1 lumo_energy_ev=0.52
C 0.7696 -0.2180 -0.3007
C -0.3054 -1.0376 0.3180
C -0.3669 0.4959 0.6565
H 2.3495 0.7911 0.2571
H 0.7100 0.1816 -1.3990
H -0.1848 -1.7057 1.2218
H -1.9060 -0.6835 -0.9761
H 0.0972 0.8525 1.6515
H -0.7785 1.7777 -0.8010
O 2.3179 -0.2421 -0.1827
O -1.3699 -1.4927 -0.2468
O -1.3328 1.2807 -0.1986

***

Bottom line: 2), by a margin of 24.9 kJ/mol.

***

1) 12
Properties=species:S:1:pos:R:3 method="wB97M-V/def2-TZVPD" multiplicity=1 smiles="O=COCCO" lumo_energy_ev=0.86
O 0.9675 1.5854 -0.5957
C 1.3091 0.5360 -1.0888
O 1.0787 -0.6852 -0.6314
C 0.2038 -0.8778 0.5083
C -1.1556 -0.1974 0.3461
O -1.2354 1.0810 0.9068
H 1.8753 0.4737 -2.0271
H 0.0972 -1.9642 0.5464
H 0.6961 -0.5396 1.4254
H -1.3952 -0.2116 -0.7318
H -1.9184 -0.8008 0.8470
H -0.5233 1.6002 0.4949

***

2) 12
Properties=species:S:1:pos:R:3 method="wB97M-V/def2-TZVPD" multiplicity=1 lumo_energy_ev="0.28 / 0.47"
C -1.0148 -0.7255 -0.6617
C -0.4313 0.2676 0.2765
C 2.4686 0.2881 0.1011
O -0.7173 -0.9541 0.7147
O -2.2846 -0.8520 -1.0361
O -0.9916 1.3628 0.7154
H -0.4195 -1.3975 -1.3545
H 2.2191 0.4371 1.0918
H 2.6510 1.1891 -0.6408
H 2.5194 -0.5886 -0.4357
H -2.6933 -0.2836 -0.4032
H -1.3058 1.2567 1.6325

***

Bottom line: 1), by a margin of 540.3 kJ/mol.

***

1) 12
Properties=species:S:1:pos:R:3 method="wB97M-V/def2-TZVPD" multiplicity=1 smiles="C=CO.O=CO" lumo_energy_ev=0.58
C 0.4867 0.8501 -2.4168
C -0.6642 0.1551 -2.2953
O -0.6927 -0.9158 -1.3759
H 0.6758 1.6613 -3.1798
H 1.2572 0.5790 -1.7027
H -1.6029 0.4122 -2.8692
H -1.2970 -1.6218 -1.6249
O 0.5732 0.4186 4.4578
C 0.1183 -0.0988 3.4506
O 0.6425 0.0551 2.2130
H -0.7049 -0.7709 3.3628
H 1.2080 -0.7242 1.9804

***

2) 12
Properties=species:S:1:pos:R:3 method="wB97M-V/def2-TZVPD" multiplicity=1 smiles="O=C[C@H](O)CO" lumo_energy_ev=0.62
O 1.7893 1.2102 0.3036
C 1.0202 0.4548 0.9516
C 0.2977 -0.5868 0.0278
O 0.6741 -0.3071 -1.2963
C -1.2227 -0.4822 0.1162
O -1.6444 0.7727 -0.3523
H 1.5114 1.1625 1.6975
H 0.6224 -1.5975 0.3188
H 1.3767 0.3778 -1.2486
H -1.6710 -1.3065 -0.4619
H -1.5423 -0.5763 1.1575
H -1.2114 0.8784 -1.2138

***

3) 12
Properties=species:S:1:pos:R:3 method="wB97M-V/def2-TZVPD" multiplicity=1 smiles="O=C[C@H](O)CO" lumo_energy_ev=0.81
O 1.6099 1.4516 -0.0917
C 1.0425 0.6485 0.6152
C 0.4062 -0.5970 0.0253
O 0.7397 -0.6998 -1.3327
C -1.1120 -0.4533 0.1760
O -1.5243 0.8917 0.0401
H 0.9461 0.8037 1.7022
H 0.7498 -1.4849 0.5806
H 1.2944 0.0718 -1.5364
H -1.5783 -1.1019 -0.5765
H -1.4486 -0.7772 1.1638
H -1.1255 1.2468 -0.7660

***

4) 12
Properties=species:S:1:pos:R:3 method="wB97M-V/def2-TZVPD" multiplicity=1 smiles=O[C@H]1[C@@H](O)[C@H]1O lumo_energy_ev=0.78
O 1.6112 -0.3004 0.4113
C 0.3183 -0.2851 0.9453
C -0.7343 -0.6843 -0.0693
O -0.2178 -1.0746 -1.3061
C -0.5597 0.7596 0.3051
O 0.0339 1.5381 -0.6831
H 1.7063 0.5800 -0.0021
H 0.2664 -0.5535 1.9972
H -1.7308 -1.0456 0.1329
H 0.7421 -1.1820 -1.1492
H -1.3258 1.2402 0.9091
H -0.1097 1.0075 -1.4910

***

Bottom line: 3), by a margin of 89.4 kJ/mol.

***

1) 16
Properties=species:S:1:pos:R:3 method="wB97M-V/def2-TZVPD" multiplicity=1 smiles="C[C@H](CS)NC=O" lumo_energy_ev=0.66
C -0.3191 -1.4898 0.6574
C -0.2035 0.0252 0.4526
C -1.4263 0.6022 -0.2604
S -1.5278 0.1591 -2.0375
N 1.0097 0.3372 -0.3078
C 2.1373 0.6759 0.3600
O 2.1851 1.1357 1.4800
H 0.5974 -1.8443 1.1257
H -0.6694 -1.9802 -0.2526
H -1.1345 -1.6689 1.3634
H -0.0782 0.5027 1.4208
H -2.3089 0.1261 0.1576
H -1.4218 1.6792 -0.1929
H -0.9563 1.2764 -2.5016
H 1.0697 -0.1237 -1.2044
H 3.0465 0.5869 -0.2604

***

2) 16
Properties=species:S:1:pos:R:3 method="wB97M-V/def2-TZVPD" multiplicity=1 smiles="O=CNCCCS" lumo_energy_ev=0.69
O 2.7548 -1.8634 -1.3201
C 2.1162 -0.8159 -1.1907
N 0.7236 -0.5680 -1.0832
C 0.4150 0.6741 -0.4149
C -0.8605 0.9741 0.3871
C -1.0690 -0.0019 1.4900
S -1.7442 -1.6027 0.7596
H 2.7095 0.0816 -1.0643
H 0.2300 -1.4567 -1.0981
H 0.2088 1.5041 -1.1297
H 1.3436 0.7867 0.2484
H -1.7618 1.0383 -0.2684
H -0.8545 1.9955 0.6594
H -1.7105 0.4241 2.2727
H -0.1858 -0.2737 1.9650
H -2.3154 -0.8960 -0.2129

***

Bottom line: 1), by a margin of 133.8 kJ/mol.

***

1) 16
Properties=species:S:1:pos:R:3 method="wB97M-V/def2-TZVPD" multiplicity=1 smiles="CNC(=O)CCS" lumo_energy_ev=0.68
C -1.4805 1.2754 1.0189
N -1.8946 0.0445 0.3120
C -1.0187 -0.7400 -0.4505
O -1.3666 -1.5207 -1.3610
C 0.3727 -0.1597 -0.1976
C 1.6017 -0.8747 -0.9081
S 3.2460 -0.0006 -0.6647
H -0.7245 1.0867 1.7784
H -2.2542 1.8723 1.5382
H -0.9905 1.9948 0.2645
H -2.8385 -0.3704 0.4077
H 0.3263 0.8831 -0.6207
H 0.6498 -0.0122 0.9058
H 1.3210 -0.9508 -1.9263
H 1.6744 -1.9567 -0.6330
H 3.3763 -0.5711 0.5365

***

2) 16
Properties=species:S:1:pos:R:3 method="wB97M-V/def2-TZVPD" multiplicity=1 lumo_energy_ev=0.01
C 0.4649 -1.5691 0.3711
C -1.9107 0.9113 0.8726
C 0.8110 -0.3378 -0.0143
C 0.3669 0.1264 -1.4024
N 1.3757 0.6762 0.6526
O -1.1981 1.4048 3.2608
S -1.0354 1.8630 1.8362
H -0.0546 -2.2455 -0.3218
H 0.4861 -1.9413 1.4381
H -2.7443 0.2486 1.2618
H -1.8980 1.2626 -0.1727
H -0.7425 -0.1897 -1.7551
H 1.0724 -0.4400 -2.0119
H 0.3294 1.2626 -1.4184
H 2.0832 1.0502 0.0984
H 1.4222 0.5955 1.6342

***

Bottom line: 1), by a margin of 238.6 kJ/mol.

***

1) 16
Properties=species:S:1:pos:R:3 method="wB97M-V/def2-TZVPD" multiplicity=1 lumo_energy_ev=0.43
C 0.8385 -0.3003 0.5864
C 0.9400 -1.6604 1.1281
C 0.8864 1.9377 -0.0340
C -1.5207 -0.2888 -1.3360
N 1.0147 0.8823 0.8435
O 0.1830 -2.3337 -1.3514
S 0.2303 -0.8680 -1.6107
H 1.2396 -2.4456 0.2997
H 0.0143 -1.8375 1.5778
H 1.8107 -1.7862 1.9224
H 0.5434 1.6464 -1.1473
H 1.7726 2.4756 0.1274
H 0.0172 2.6912 0.3254
H -1.6967 0.6122 -1.8140
H -1.7565 -0.1388 -0.2477
H -2.2263 -0.8776 -1.9839

***

2) 16
Properties=species:S:1:pos:R:3 method="wB97M-V/def2-TZVPD" multiplicity=1 smiles="CC(=O)NCCS" lumo_energy_ev=0.53
C -0.7724 -2.0831 -1.5845
C -0.4339 -1.2598 -0.3741
O -0.8409 -1.5985 0.7431
N 0.4033 -0.1739 -0.6176
C 1.0108 0.4871 0.6028
C -0.0750 1.4000 1.2276
S 0.2551 2.8600 2.2497
H -1.5064 -2.9736 -1.2609
H -1.2815 -1.5812 -2.4752
H 0.3081 -2.3654 -2.1766
H 0.0876 0.4496 -1.3577
H 1.3360 -0.2478 1.3135
H 1.8145 1.0955 0.3060
H -0.6502 0.7561 1.8447
H -0.7410 1.8458 0.5023
H 1.0859 3.3891 1.0569

***

3) 16
Properties=species:S:1:pos:R:3 method="wB97M-V/def2-TZVPD" multiplicity=1 lumo_energy_ev="-0.81 / -0.84"
C 2.1322 -0.8137 1.0062
C -1.5576 1.2386 -0.3846
C -0.6559 0.2841 -1.0817
C -0.6731 -1.0995 -0.3012
N -0.1003 -1.1662 1.0297
O 3.9935 0.6291 0.4364
S 2.5487 0.4992 0.2711
H 2.6167 -1.2066 1.8602
H -1.5103 2.3167 -0.8514
H -2.6726 0.8682 -0.0644
H -1.0847 1.3606 0.6178
H 0.4397 0.6198 -0.9564
H -1.0222 0.0871 -2.1380
H -1.6983 -1.2719 -0.0982
H -0.2681 -1.9915 -0.8288
H -0.4878 -0.3539 1.4834

***

Bottom line: 2), by a margin of 231.6 kJ/mol.